The following is a DFT calculation (ωB97M-V/def2-TZVPD) of C3H7NO in the gas phase at a distorted geometry.

Structure (XYZ):
```
12
Properties=species:S:1:pos:R:3
N -0.090 -1.001 -1.579
C 0.052 -0.917 -0.083
C -0.389 0.503 0.359
C 0.391 1.425 1.215
O 0.304 1.608 -0.266
H -1.092 -1.114 -2.152
H 0.550 -1.653 -2.134
H 1.087 -1.102 0.370
H -0.574 -1.660 0.608
H -1.461 0.586 0.317
H -0.228 2.182 1.809
H 1.449 1.143 1.537
```

The HOMO-LUMO gap comes out at 10.227 eV. The SMILES is NC[C@H]1CO1. As for the total energy: -6759.27313 eV. The relative energy (zero: lowest compared OMol25 entry of this formula, charge and spin) comes out at 335.5 kJ/mol. Its LUMO energy is 1.14 eV. Its charge is 0.

These are the Löwdin partial charges, in e, on atoms 1 to 6:
1. N -0.064
2. C -0.248
3. C -0.350
4. C -0.089
5. O -0.083
6. H 0.145